{"formula": "C53H83Br6NO22S4", "method": "ωB97M-V/def2-TZVPD", "orbital_gap_ev": 1.882, "energy_ha": -20815.4347, "homo_ev": -5.76, "elements": ["C", "C", "C", "C", "C", "C", "N", "O", "C", "C", "C", "H", "H", "H", "H", "H", "H", "H", "H", "H", "H", "H", "H", "H", "H", "H", "H", "H", "H", "C", "C", "O", "H", "H", "H", "H", "H", "Br", "C", "C", "Br", "H", "H", "H", "H", "Br", "C", "C", "Br", "H", "H", "H", "H", "Br", "C", "C", "Br", "H", "H", "H", "H", "O", "S", "O", "O", "C", "C", "C", "H", "H", "H", "H", "H", "H", "H", "H", "O", "S", "O", "O", "C", "C", "C", "H", "H", "H", "H", "H", "H", "H", "H", "O", "S", "O", "O", "C", "C", "C", "H", "H", "H", "H", "H", "H", "H", "H", "O", "S", "O", "O", "C", "C", "C", "H", "H", "H", "H", "H", "H", "H", "H", "C", "C", "C", "O", "C", "C", "C", "O", "H", "H", "H", "H", "C", "C", "C", "O", "C", "C", "C", "O", "H", "H", "H", "H", "C", "C", "C", "O", "C", "C", "C", "O", "H", "H", "H", "H", "C", "C", "C", "O", "C", "C", "C", "O", "H", "H", "H", "H"], "coordinates": [[24.20828, 30.68346, -2.92440], [25.43448, 31.22232, -2.18254], [26.12973, 32.44428, -2.97236], [27.00873, 33.35362, -2.05264], [26.27200, 33.89606, -0.81824], [25.66389, 32.74624, 0.01598], [24.86774, 31.79051, -0.84696], [23.91015, 31.07723, -0.19504], [24.76841, 33.35073, 1.07077], [26.77045, 31.94568, 0.76270], [26.48521, 30.13246, -1.96052], [23.33137, 31.33071, -2.91078], [23.84836, 29.68094, -2.69311], [24.43822, 30.75651, -3.98736], [25.31725, 33.08669, -3.31190], [26.71485, 31.97110, -3.76092], [27.41632, 34.13583, -2.69306], [27.86066, 32.79618, -1.66332], [25.46205, 34.60288, -0.99848], [26.97633, 34.50967, -0.25655], [24.27863, 32.61271, 1.70602], [23.97283, 33.99679, 0.69955], [25.35977, 34.05132, 1.66032], [27.36302, 32.65536, 1.34003], [27.60017, 31.44643, 0.26227], [26.43230, 31.16025, 1.43860], [26.79881, 29.64544, -2.88386], [26.26918, 29.23137, -1.38653], [27.39749, 30.58931, -1.57696], [18.31992, 34.35145, -6.78539], [19.42425, 35.27961, -6.28027], [19.94724, 35.23104, -4.98867], [18.60942, 33.30522, -6.88381], [18.00348, 34.55440, -7.80850], [17.40321, 34.27557, -6.20060], [19.01171, 36.24018, -6.58885], [20.28825, 35.14692, -6.93143], [22.21968, 43.02945, -8.81338], [23.39220, 41.39608, -8.91961], [24.21483, 41.35418, -7.59914], [25.31782, 39.76392, -7.75397], [24.01964, 41.43426, -9.81009], [22.73027, 40.53361, -8.99775], [23.47048, 41.29851, -6.80482], [24.91221, 42.16351, -7.38293], [34.58847, 37.51871, 6.44116], [34.26282, 35.58015, 6.36879], [32.88104, 35.31065, 6.91606], [31.58440, 36.36714, 5.83503], [35.05344, 35.06383, 6.91325], [34.39365, 35.33170, 5.31558], [32.80818, 35.52799, 7.98169], [32.57538, 34.27241, 6.78666], [27.49712, 23.52395, 2.00387], [29.10097, 24.35574, 2.94698], [30.08139, 23.35922, 3.44992], [30.74541, 22.14145, 2.03290], [28.71613, 24.99917, 3.73819], [29.70973, 24.89737, 2.22299], [29.79961, 22.70143, 4.27213], [30.87278, 23.92372, 3.94303], [24.07678, 29.99879, 9.51697], [25.36412, 30.65587, 9.54898], [26.32090, 30.44577, 8.49489], [25.03618, 32.26554, 9.52759], [26.06465, 33.20713, 9.37907], [25.72077, 34.44608, 10.11362], [26.15747, 30.57687, 11.29994], [26.20733, 33.19719, 8.29850], [26.98913, 32.83404, 9.81980], [25.70811, 34.18620, 11.17211], [24.73335, 34.85115, 9.89220], [26.38122, 35.23235, 9.74800], [26.79784, 31.45743, 11.35139], [26.65777, 29.60851, 11.29093], [25.39463, 30.56008, 12.07833], [17.22835, 42.05249, 1.00247], [16.86461, 41.13231, -0.04935], [15.45007, 40.73102, -0.16523], [17.33670, 41.80694, -1.49427], [18.70085, 42.07709, -1.76247], [18.95068, 43.53574, -2.04368], [17.87031, 39.57505, 0.00392], [18.89537, 41.59756, -2.72180], [19.44372, 41.92838, -0.97880], [19.10732, 44.07300, -1.10832], [18.11605, 44.05232, -2.51762], [19.76220, 43.71166, -2.74981], [17.69925, 38.95163, -0.87370], [17.74911, 38.96158, 0.89669], [18.90687, 39.88108, -0.13740], [33.77073, 28.84123, -6.57410], [35.12907, 28.67121, -6.11742], [35.59377, 27.43586, -5.50341], [36.10020, 28.96288, -7.45259], [37.49664, 28.94687, -7.36281], [37.91395, 28.43556, -8.78853], [35.66935, 30.20151, -5.28462], [37.95953, 28.25140, -6.66270], [38.02997, 29.84079, -7.03942], [37.28461, 27.79640, -9.40782], [38.81358, 27.84198, -8.62595], [38.23885, 29.20755, -9.48607], [34.82899, 30.35827, -4.60837], [35.57867, 30.99911, -6.02200], [36.66884, 30.16300, -4.85144], [18.55232, 30.71577, 6.48148], [17.38903, 31.31262, 7.05631], [16.61588, 32.31707, 6.36248], [16.27766, 30.11891, 7.45846], [16.70156, 28.90795, 8.02696], [15.71738, 27.79518, 7.76647], [17.82225, 31.90987, 8.71108], [16.77904, 29.08705, 9.09935], [17.59592, 28.59803, 7.48645], [15.17624, 27.93608, 6.83084], [14.80274, 27.81275, 8.35910], [16.15070, 26.80774, 7.92548], [18.66936, 32.55735, 8.48463], [17.92080, 31.10568, 9.44024], [16.97272, 32.53913, 8.97647], [17.54799, 26.94780, -11.14260], [18.47012, 27.74105, -11.74960], [19.85659, 27.77318, -11.37459], [20.67929, 28.57112, -11.79398], [20.22624, 26.82824, -10.28925], [19.31493, 26.03137, -9.65571], [17.88303, 26.04575, -10.07222], [17.05457, 25.45763, -9.40716], [16.52599, 27.02254, -11.48367], [18.10234, 28.26565, -12.61905], [21.26705, 26.87899, -10.00546], [19.70058, 25.49675, -8.80023], [15.21336, 29.65373, 0.47335], [16.11375, 28.72468, 0.02131], [16.39147, 28.46869, -1.34421], [17.19082, 27.61029, -1.74124], [15.59643, 29.30503, -2.24583], [14.61763, 30.14012, -1.72388], [14.34693, 30.47733, -0.39688], [13.45343, 31.30573, 0.01866], [15.10178, 29.86283, 1.52702], [16.83896, 28.30599, 0.70334], [15.67502, 29.16481, -3.31380], [14.01254, 30.67472, -2.44114], [29.07763, 22.17360, -5.00493], [29.96743, 21.15127, -4.88911], [29.67938, 19.68405, -4.96281], [30.51784, 18.86473, -4.70537], [28.24674, 19.55140, -5.39907], [27.35028, 20.51524, -5.53888], [27.67645, 21.87691, -5.30946], [26.96018, 22.83132, -5.55332], [29.34448, 23.21970, -5.03450], [30.99921, 21.41452, -4.70870], [28.04676, 18.49918, -5.53770], [26.34507, 20.27003, -5.84843], [25.90608, 33.56799, -12.08963], [25.66699, 34.51865, -13.00389], [26.13480, 34.47980, -14.41800], [25.94375, 35.32503, -15.24891], [26.88801, 33.24116, -14.65208], [27.16265, 32.28958, -13.75298], [26.62709, 32.32578, -12.36454], [26.69053, 31.45542, -11.51196], [25.54371, 33.71765, -11.08330], [25.13906, 35.40978, -12.69799], [27.27962, 33.00496, -15.63047], [27.74052, 31.39133, -13.91299]], "forces_ev_per_a": [[-0.23, 0.56, -1.16], [-0.93, 0.79, 0.21], [-0.76, -0.46, 2.25], [-0.45, -0.65, -0.37], [-0.20, -0.40, -0.78], [0.41, -0.20, 0.22], [-2.14, -3.30, 2.67], [4.26, 3.25, -3.32], [-0.67, 0.43, 0.56], [1.00, -0.21, 0.45], [0.95, -0.29, 0.16], [0.10, 0.27, 0.68], [0.49, 0.05, 0.25], [0.33, -0.56, -0.17], [0.04, -0.20, -0.58], [-0.19, 0.34, -0.17], [-0.04, 0.18, 0.20], [0.16, -0.10, -0.16], [-0.14, -0.12, -0.68], [0.07, -0.44, 0.49], [0.32, 0.02, 0.04], [-0.07, -0.25, -0.60], [0.24, -0.32, 0.24], [-0.47, 0.33, 0.38], [-0.49, 0.11, -1.05], [-0.66, 0.30, 0.04], [-0.32, 0.58, -0.62], [-0.69, 0.52, 0.63], [-0.04, -0.18, 0.12], [-0.25, -1.70, 0.11], [0.23, -0.20, 1.06], [-1.27, -0.20, -1.40], [0.50, -0.24, 0.33], [0.13, 0.70, -0.09], [0.05, 0.56, 0.37], [0.29, 1.07, 0.38], [0.43, -0.04, -0.66], [0.61, -0.84, -0.25], [0.39, 0.85, 0.85], [-0.97, -0.10, -0.99], [-0.02, -0.17, 0.33], [-0.16, 0.35, 0.12], [0.03, 0.22, 0.19], [0.46, -0.40, 0.25], [-0.34, 0.08, -0.50], [0.54, -0.36, 0.21], [0.15, 0.45, -0.25], [-0.21, -0.10, -0.59], [0.07, -0.65, 0.69], [-0.14, 0.21, 0.26], [-0.35, -0.05, 0.12], [-0.18, 0.46, -0.25], [0.13, 0.05, -0.18], [1.17, 0.76, 0.76], [-0.45, -0.55, -0.94], [0.31, -1.20, 1.04], [-0.01, 0.75, 0.68], [-0.03, -0.12, -0.17], [-0.87, 0.44, -0.31], [-0.71, -0.13, -0.39], [0.58, 0.05, -0.70], [1.51, 0.60, 0.30], [-0.77, 1.60, 0.86], [-0.03, -0.35, 0.89], [-1.59, -2.27, 1.05], [0.94, -0.99, -0.99], [-0.84, 0.71, -0.54], [-0.83, -0.58, -1.98], [0.36, 1.04, -0.02], [0.25, -0.19, -0.11], [0.46, 0.62, 0.10], [-0.22, -0.38, -0.21], [0.44, 0.04, 0.83], [0.12, -0.40, 0.12], [0.38, 0.31, 0.11], [-0.18, 0.24, -0.41], [0.25, -0.85, -0.77], [-1.74, -0.88, -0.32], [2.96, 1.02, -0.29], [-1.24, -1.18, 1.98], [0.91, 1.16, -1.30], [-0.83, 1.53, 0.03], [0.44, 0.82, -0.79], [0.34, -0.79, 0.46], [-0.46, -1.28, 0.18], [0.26, 0.13, -0.08], [-0.35, -0.32, -0.04], [0.36, -0.31, 0.34], [-0.70, 0.25, -0.03], [-0.28, 0.60, 0.11], [0.06, 0.10, 0.51], [1.40, -0.24, 0.55], [2.09, 0.29, -1.43], [-0.76, 1.80, -0.41], [-2.26, -0.16, 1.47], [1.26, -1.83, -1.80], [1.86, 0.44, 0.20], [-1.48, -0.54, 0.06], [-0.97, -0.69, 0.30], [-0.73, 0.91, -0.58], [-0.76, 0.07, 0.92], [0.20, -0.09, -0.12], [-0.16, 0.43, 0.26], [0.51, 0.18, 0.67], [0.16, -0.28, -0.18], [-0.35, -0.28, 0.10], [-0.15, -0.11, -0.16], [-1.73, -0.71, 1.10], [0.86, -1.15, 0.72], [0.12, 2.40, -1.32], [0.33, -0.74, -0.19], [-1.85, 0.17, 0.11], [-1.01, 0.51, -1.25], [0.68, -0.34, 0.08], [0.56, 0.16, 0.70], [0.98, -0.37, -0.78], [0.29, 0.27, 0.99], [0.11, 0.13, -0.44], [0.26, -0.30, 0.60], [0.51, 0.10, -0.34], [0.06, -0.02, 0.15], [0.76, 1.50, -1.74], [-2.60, -1.11, -0.55], [1.40, 0.17, 0.92], [-0.57, -0.40, -0.18], [-1.07, -0.91, 0.55], [1.97, 1.45, -1.22], [0.65, -0.21, 2.19], [-0.19, -0.22, -0.43], [-0.14, -0.30, 0.13], [0.37, 0.59, 0.05], [0.06, -0.09, 0.20], [-0.62, -0.46, 0.06], [0.84, -0.75, 0.79], [-0.59, 1.86, 2.93], [0.85, -1.13, -2.21], [-1.06, 1.28, 0.63], [-2.31, 1.40, 0.86], [1.21, -0.47, -5.06], [-2.34, 1.35, 3.44], [3.53, -3.09, -1.64], [0.22, -0.16, 0.23], [-0.29, -0.38, 0.34], [0.08, 0.05, -0.03], [-0.12, 0.05, -0.28], [1.24, -2.06, 0.13], [0.57, 1.80, 0.42], [-1.07, 3.37, -0.14], [-0.53, -0.73, -0.22], [0.97, -2.61, 0.40], [-0.86, -1.79, -0.06], [0.98, 2.63, -0.66], [-0.84, -0.45, 0.19], [0.17, -0.01, 0.29], [0.28, -0.08, -0.01], [-0.76, -0.12, -0.33], [-0.13, 0.06, -0.01], [-0.56, 1.14, -0.04], [-0.21, 0.58, 0.46], [0.05, -1.17, 1.38], [-0.12, 0.36, -0.19], [1.18, -1.68, -0.88], [-0.23, -0.42, 1.05], [-0.44, 0.36, 0.25], [0.45, 0.23, -1.01], [-0.04, -0.13, 0.14], [-0.15, 0.14, -0.06], [-0.06, 0.58, -0.40], [0.12, 0.01, -0.69]]}



{"formula": "C21H20PS4SbTl", "method": "ωB97M-V/def2-TZVPD", "orbital_gap_ev": 6.664, "energy_ha": -3159.2026, "homo_ev": -4.44, "charge": -1, "elements": ["Tl", "S", "Sb", "S", "S", "S", "C", "C", "C", "C", "C", "C", "C", "P", "C", "C", "C", "C", "C", "C", "C", "C", "C", "C", "C", "C", "C", "C", "H", "H", "H", "H", "H", "H", "H", "H", "H", "H", "H", "H", "H", "H", "H", "H", "H", "H", "H", "H"], "coordinates": [[-0.03375, -0.41622, -0.28282], [-3.93539, -2.55625, -1.51248], [-3.25442, -0.43654, -1.15695], [-1.18372, -0.09405, -2.43411], [-2.08272, -0.40941, 1.02304], [-4.60603, 1.35401, -1.32564], [1.97409, 2.11341, -2.47076], [2.32276, 3.35673, -1.69147], [3.02322, 4.38672, -2.31841], [3.37335, 5.54405, -1.64196], [3.02310, 5.69520, -0.30811], [2.32781, 4.68203, 0.33166], [1.97394, 3.51116, -0.34074], [1.12114, 2.12248, 0.50787], [0.10779, 2.93001, 1.80148], [-0.53560, 4.10969, 1.41607], [-1.45609, 4.73857, 2.23631], [-1.75553, 4.18381, 3.46900], [-1.14937, 2.99824, 3.84667], [-0.23122, 2.33792, 3.03145], [0.30270, 1.01152, 3.51484], [2.52337, 1.29936, 1.35838], [3.26486, 1.97466, 2.32972], [4.25685, 1.33750, 3.05202], [4.51179, -0.00618, 2.80428], [3.79525, -0.67945, 1.83005], [2.79834, -0.04972, 1.07563], [2.10320, -0.85015, 0.00192], [2.26685, 2.22055, -3.51466], [0.90474, 1.89455, -2.43893], [2.49328, 1.23869, -2.06944], [3.29001, 4.27403, -3.36334], [3.91231, 6.32945, -2.15762], [3.28241, 6.59833, 0.23092], [2.02741, 4.81640, 1.36316], [-0.32670, 4.53654, 0.44234], [-1.94943, 5.64212, 1.90102], [-2.48001, 4.65425, 4.12163], [-1.41559, 2.54199, 4.79335], [-0.31032, 0.65078, 4.34020], [1.33559, 1.07600, 3.85740], [0.25664, 0.25386, 2.73123], [3.03905, 3.01306, 2.54090], [4.81556, 1.87564, 3.80832], [5.27297, -0.53006, 3.36995], [4.00685, -1.72604, 1.63924], [2.23906, -1.91564, 0.17710], [2.53213, -0.62732, -0.97660]], "forces_ev_per_a": [[0.04, 0.06, -0.09], [-0.04, 0.04, -0.01], [-0.02, -0.11, -0.01], [0.01, -0.01, 0.02], [-0.01, 0.00, 0.03], [0.04, 0.01, 0.01], [0.03, 0.05, 0.05], [0.00, -0.05, 0.00], [-0.02, -0.01, 0.00], [-0.01, -0.02, 0.01], [-0.01, -0.02, -0.01], [-0.01, -0.02, -0.02], [0.03, -0.02, -0.06], [-0.03, 0.02, 0.17], [0.03, 0.03, 0.02], [-0.04, 0.01, -0.01], [0.01, 0.00, -0.03], [0.01, -0.01, 0.01], [0.01, 0.00, 0.00], [0.04, -0.01, 0.01], [-0.05, 0.01, -0.09], [-0.02, 0.04, 0.01], [-0.01, -0.02, -0.05], [0.00, -0.01, -0.01], [-0.02, -0.01, -0.03], [0.01, -0.01, 0.02], [-0.07, -0.05, -0.05], [0.09, 0.06, 0.10], [0.01, 0.01, 0.00], [-0.01, 0.02, 0.01], [0.00, 0.05, -0.02], [-0.01, 0.00, 0.02], [-0.01, -0.01, 0.00], [-0.01, -0.02, -0.01], [0.04, -0.02, 0.01], [-0.02, -0.01, 0.03], [0.02, -0.02, 0.00], [0.00, -0.01, 0.00], [0.00, 0.01, -0.01], [0.00, 0.01, -0.01], [0.02, 0.02, 0.00], [0.02, 0.01, -0.01], [-0.02, 0.02, -0.02], [-0.02, -0.02, -0.02], [-0.01, 0.00, -0.01], [0.00, 0.04, 0.00], [0.01, 0.00, 0.02], [0.01, -0.01, 0.02]]}